No. 1
Computed, not measured: the ion CH5N2Si with charge +1 at a distorted geometry, with ωB97M-V with the def2-TZVPD basis set.

Atoms and positions in Å:
C (-0.2361, 0.6781, -0.9917)
Si (-0.2822, 0.2837, 0.8689)
N (-0.1407, -1.4402, 1.1146)
N (0.3854, -2.4528, 1.5582)
H (-1.3409, 0.8061, -1.1972)
H (0.0788, 1.7122, -1.1693)
H (0.3459, -0.0910, -1.4851)
H (-1.0112, 1.1240, 1.8960)
H (-0.0260, -3.3243, 1.3042)

Total charge: +1
SMILES: C[SiH]=[N+]=N
Kohn-Sham gap (alpha / beta) (eV): 8.35 / 8.35
ΔE to the lowest compared entry with this formula, charge and spin (kJ/mol): 194.18
E_LUMO (alpha / beta) (eV): -6.129 / -6.129

Here are the Mulliken charges for atoms 1 to 2, given in e: -0.81 0.53

=====

No. 2
Computed, not measured: a cluster of 10 separate species, C20H60O20 in total at a distorted geometry, with ωB97M-V with the def2-TZVPD basis set.

Atoms and positions in Å:
C (-2.8848, -6.1061, -20.2153)
C (-1.6943, -5.4952, -19.4564)
O (-0.4355, -5.8964, -20.1608)
O (-2.7140, -6.4832, -21.6716)
H (-3.5478, -5.2470, -20.1130)
H (-3.4506, -6.8936, -19.7174)
H (-1.7779, -5.7296, -18.3952)
H (-1.7186, -4.4055, -19.4587)
H (0.2598, -5.8704, -19.4994)
H (-3.5807, -6.7254, -22.0060)
C (-6.0034, -4.7006, -17.7687)
C (-7.0732, -4.6853, -16.7336)
O (-7.9783, -3.6177, -16.9295)
O (-5.2680, -3.3952, -17.5559)
H (-6.5465, -4.6981, -18.7137)
H (-5.4456, -5.6321, -17.8653)
H (-6.5492, -4.6027, -15.7814)
H (-7.5928, -5.6432, -16.7571)
H (-7.3996, -2.8602, -16.8159)
H (-5.2033, -2.8150, -18.3180)
C (-8.3786, -1.5182, -13.3577)
C (-7.1712, -2.2361, -12.7124)
O (-6.0000, -1.4832, -12.3473)
O (-9.3992, -1.1086, -12.4723)
H (-8.7803, -2.2191, -14.0895)
H (-8.1901, -0.6049, -13.9221)
H (-6.7182, -2.9446, -13.4059)
H (-7.6433, -2.8233, -11.9247)
H (-5.7386, -1.8455, -11.4976)
H (-9.5584, -0.1787, -12.6500)
C (-4.8960, -5.8448, -12.8964)
C (-6.3376, -5.9487, -12.3653)
O (-7.3547, -5.9703, -13.4047)
O (-4.5154, -7.0786, -13.4542)
H (-4.1407, -5.5913, -12.1526)
H (-4.9463, -5.0996, -13.6903)
H (-6.6208, -5.1727, -11.6541)
H (-6.3895, -6.9550, -11.9494)
H (-8.2423, -5.8692, -13.0532)
H (-4.0256, -7.6579, -12.8659)
C (-10.3758, -2.5963, -19.3305)
C (-11.2762, -2.6265, -20.6286)
O (-12.6264, -2.5175, -20.2864)
O (-10.4487, -3.9322, -18.8013)
H (-10.7425, -1.8434, -18.6328)
H (-9.3646, -2.4437, -19.7077)
H (-11.0869, -3.4762, -21.2845)
H (-10.9447, -1.7133, -21.1228)
H (-12.9963, -3.3715, -20.0510)
H (-9.7641, -3.9973, -18.1314)
C (-9.7400, -7.9257, -14.3566)
C (-9.1703, -9.3599, -14.4047)
O (-7.7951, -9.2839, -14.0602)
O (-9.7369, -7.2989, -13.1151)
H (-10.8140, -8.0406, -14.5031)
H (-9.2801, -7.2505, -15.0782)
H (-9.3590, -9.4492, -15.4745)
H (-9.6926, -9.9488, -13.6506)
H (-7.5110, -8.3874, -13.8677)
H (-10.1516, -7.9988, -12.6054)
C (-2.3788, -3.2409, -15.5616)
C (-2.1213, -4.5247, -14.7705)
O (-2.7433, -5.6697, -15.3069)
O (-1.9584, -2.0518, -14.9043)
H (-3.4594, -3.1331, -15.6552)
H (-2.0434, -3.3969, -16.5869)
H (-2.3188, -4.5655, -13.6993)
H (-1.0530, -4.6926, -14.6337)
H (-3.2126, -5.9885, -14.5325)
H (-2.5437, -1.3688, -15.2397)
C (-5.2037, -9.4735, -16.1509)
C (-4.4003, -9.3143, -17.3290)
O (-4.9586, -9.8597, -18.4638)
O (-6.4380, -10.2399, -16.1869)
H (-5.4743, -8.4829, -15.7854)
H (-4.7689, -9.9504, -15.2724)
H (-3.3945, -9.7322, -17.2864)
H (-4.2197, -8.2466, -17.4537)
H (-4.4708, -9.5314, -19.2227)
H (-7.0495, -10.0109, -15.4831)
C (-10.6630, -4.0614, -13.9695)
C (-11.5417, -2.8171, -14.1144)
O (-12.6180, -2.7803, -13.1975)
O (-11.3918, -5.2188, -14.5429)
H (-10.4330, -4.3259, -12.9374)
H (-9.7780, -3.8612, -14.5735)
H (-11.8917, -2.7115, -15.1412)
H (-11.0823, -1.8355, -13.9977)
H (-13.0064, -3.6581, -13.2150)
H (-10.8750, -5.7329, -15.1676)
C (-4.9493, -0.3450, -15.2593)
C (-5.9258, 0.6877, -15.8914)
O (-6.8202, -0.0684, -16.7004)
O (-3.9010, -0.4196, -16.1214)
H (-5.3138, -1.2832, -14.8410)
H (-4.5042, 0.1249, -14.3822)
H (-5.4220, 1.3856, -16.5602)
H (-6.4097, 1.2026, -15.0614)
H (-7.5074, 0.5643, -16.9216)
H (-4.2512, -0.7217, -16.9627)

Total charge: -1
Multiplicity: 2
⟨S²⟩: 0.75
Kohn-Sham gap (alpha / beta) (eV): 1.50 / 9.07
E_LUMO (alpha / beta) (eV): 1.686 / 1.644

Here are the Mulliken charges for atoms 1 to 2, given in e: 0.37 -0.10

=====

No. 3
Computed, not measured: a cluster of 3 separate species, C5H8ClNO2 in total at a distorted geometry, with ωB97M-V with the def2-TZVPD basis set.

Atoms and positions in Å:
C (-1.5043, -1.4176, -1.5292)
C (-1.3416, -0.2808, -0.7924)
C (2.8993, 0.6986, -0.6924)
C (-0.0625, 1.8054, 0.9529)
C (-1.1555, -0.3319, 0.6136)
N (-0.7882, 0.7510, 1.3421)
O (2.1457, 0.3186, -1.4429)
O (3.5763, 1.1033, 0.1415)
Cl (1.7839, -1.7377, 0.8751)
H (-1.3918, -1.3603, -2.5380)
H (-1.4724, -2.4534, -1.1685)
H (-1.4543, 0.5890, -1.3761)
H (0.2324, 1.8760, -0.2097)
H (0.3964, 2.4489, 1.6226)
H (-1.6959, -1.1158, 1.0550)
H (0.5498, -1.4793, 0.8324)
H (-0.7172, 0.5859, 2.3140)

Kohn-Sham gap (alpha / beta) (eV): 7.28 / 7.45
ΔE to the lowest compared entry with this formula, charge and spin (kJ/mol): 249.09
E_LUMO (alpha / beta) (eV): 0.152 / 0.355

Here are the Mulliken charges for atoms 1 to 2, given in e: -1.01 0.13

=====

No. 4
Computed, not measured: a structure of composition C21H16CrN5O2S4Sb, with ωB97M-V with the def2-TZVPD basis set.

Atoms and positions in Å:
Cr (0.2985, -0.1716, 1.2335)
O (0.2489, -4.2117, 2.1859)
C (0.1061, -3.0500, 1.8345)
N (0.9760, -2.0362, 1.6947)
C (2.3698, -2.2775, 1.5691)
O (2.9691, -3.2408, 2.0293)
C (2.9822, -1.2746, 0.7221)
C (4.3549, -1.2844, 0.4419)
C (4.9179, -0.3362, -0.3695)
C (4.0574, 0.6920, -0.9107)
C (2.7363, 0.6709, -0.5932)
N (2.1400, -0.2865, 0.1654)
C (-1.2671, -2.6604, 1.2847)
C (-2.3706, -3.4742, 1.4978)
C (-3.5630, -3.1449, 0.8905)
C (-3.6173, -2.0203, 0.0799)
C (-2.4792, -1.2527, -0.0531)
N (-1.3176, -1.5714, 0.5292)
H (4.9363, -2.0705, 0.9090)
H (5.9809, -0.3392, -0.5804)
H (4.4417, 1.4912, -1.5328)
H (2.0851, 1.4568, -0.9596)
H (-2.2400, -4.3420, 2.1289)
H (-4.4489, -3.7483, 1.0514)
H (-4.5297, -1.7157, -0.4158)
H (-2.4878, -0.3481, -0.6466)
S (-1.6105, 2.1956, 3.4053)
Sb (0.6010, 2.1947, 4.6341)
S (-1.6624, 0.3108, 2.5501)
S (1.6448, 0.9362, 2.8152)
S (0.3265, 0.8010, 6.4270)
N (0.2349, -0.7309, -1.7901)
C (-0.4766, 0.3540, -2.2280)
C (-1.0334, 0.3684, -3.4968)
C (-1.7626, 1.4625, -3.9900)
C (-1.9216, 2.5805, -3.2225)
C (-1.3711, 2.6056, -1.9204)
C (-1.4471, 3.7829, -1.1230)
C (-0.8703, 3.8041, 0.0920)
C (-0.2679, 2.6137, 0.5855)
N (-0.2335, 1.4948, -0.0857)
C (-0.7035, 1.4896, -1.3804)
H (0.5326, -1.3717, -2.5053)
H (0.9029, -0.6295, -1.0219)
H (-0.8719, -0.5011, -4.1253)
H (-2.1809, 1.4194, -4.9886)
H (-2.4510, 3.4532, -3.5862)
H (-1.9591, 4.6518, -1.5249)
H (-0.8848, 4.6767, 0.7293)
H (0.1857, 2.5839, 1.5645)

Total charge: -2
Multiplicity: 5
⟨S²⟩: 6.10
Kohn-Sham gap (alpha / beta) (eV): 4.14 / 5.09
ΔE to the lowest compared entry with this formula, charge and spin (kJ/mol): 213.58
E_LUMO (alpha / beta) (eV): 4.094 / 4.092

Here are the Mulliken charges for atoms 1 to 2, given in e: -0.37 -0.74

=====

No. 5
Computed, not measured: an isolated molecule of C6H9N3O at a distorted geometry, with ωB97M-V with the def2-TZVPD basis set.

Atoms and positions in Å:
C (0.7524, -1.1978, -0.0241)
C (1.1543, 0.1035, 0.2346)
C (-0.6553, -1.4498, 0.1419)
C (-1.3848, -0.2480, 0.0681)
C (-3.1565, 1.5655, -0.0933)
C (2.8377, 1.6063, -0.0852)
N (-1.1106, -2.6349, 0.4313)
N (-2.3189, 0.4253, -0.1296)
N (1.5606, -2.3308, -0.3639)
O (2.5188, 0.2717, 0.2102)
H (-4.1230, 1.4227, 0.5101)
H (-3.5257, 1.9226, -0.9933)
H (-2.6764, 2.4831, 0.3531)
H (3.8407, 1.7731, -0.0005)
H (2.2183, 2.3597, 0.6117)
H (2.6047, 1.9707, -1.0566)
H (-2.0819, -2.6563, 0.5339)
H (2.5139, -2.2053, 0.0477)
H (1.0318, -3.1814, -0.3961)

Kohn-Sham gap (alpha / beta) (eV): 6.43 / 6.74
ΔE to the lowest compared entry with this formula, charge and spin (kJ/mol): 613.42
E_LUMO (alpha / beta) (eV): -0.436 / -0.296

Here are the Mulliken charges for atoms 1 to 2, given in e: 0.31 -0.70

=====

No. 6
Computed, not measured: an isolated molecule of C7H6N2O3S2 at a distorted geometry, with ωB97M-V with the def2-TZVPD basis set.

Atoms and positions in Å:
O (0.6723, -2.0548, 0.1412)
S (-0.7266, -2.3050, 0.4380)
O (-1.0535, -3.2069, 1.5278)
O (-1.6725, -2.0460, -0.6220)
N (-1.2521, -0.5109, 1.2468)
C (-0.3659, -0.6868, 2.2641)
N (0.7570, -0.0855, 2.1035)
C (0.6481, 0.5898, 0.8746)
C (1.6768, 1.2472, 0.2412)
C (1.3413, 1.6948, -1.0266)
C (0.1845, 1.1688, -1.6032)
S (-0.1609, 1.5338, -3.3456)
C (-0.8534, 0.5642, -1.0094)
C (-0.5878, 0.2811, 0.3345)
H (-2.2290, -0.6758, 1.0264)
H (-0.6819, -0.9282, 3.2627)
H (2.5902, 1.4974, 0.7915)
H (2.1950, 2.1859, -1.5444)
H (1.1819, 1.5295, -3.4812)
H (-1.6636, 0.2076, -1.6198)

SMILES: O=S(=O)([O-])[N@H+]1C=Nc2ccc(S)cc21
Kohn-Sham gap (eV): 8.82
ΔE to the lowest compared entry with this formula, charge and spin (kJ/mol): 171.57
E_LUMO (eV): 0.061

Here are the Mulliken charges for atoms 1 to 2, given in e: -0.45 1.18